Entry from OMol25: an isolated molecule of C20H19N5O2S at a distorted geometry (ωB97M-V/def2-TZVPD).

Each line ends with the Löwdin charge.
Atoms and positions in Å:
C 3.6148 2.5354 -1.3731  -0.0523
C 2.1807 2.2322 -1.0697  -0.2806
C 1.5197 1.1949 -1.7145  -0.0419
C 0.1795 0.9701 -1.4739  -0.0088
C -0.5183 1.7737 -0.5805  -0.1933
N -1.9084 1.5175 -0.4139  0.1220
C -2.5180 1.1777 0.7367  -0.5629
O -2.0147 1.1879 1.8371  0.0614
C -3.9809 0.7501 0.5578  -0.3270
S -4.2394 -0.3512 -0.8817  1.0127
C -2.8538 -1.3640 -0.6724  -0.6874
N -2.2585 -2.0938 -1.5633  0.0524
N -1.1910 -2.6445 -0.9526  0.1058
C -1.1811 -2.2275 0.2682  -0.3038
C -0.1658 -2.4604 1.3307  -0.0307
N 0.8910 -1.4869 1.2502  -0.0076
C 0.9549 -0.2722 1.8786  -0.1223
N 2.0690 0.3554 1.6885  0.1468
C 2.8183 -0.4599 0.8750  -0.2421
C 4.1070 -0.3055 0.3783  -0.0311
C 4.6025 -1.3005 -0.4378  -0.0973
C 3.8481 -2.4307 -0.7592  -0.0950
C 2.5751 -2.6177 -0.2586  -0.0164
C 2.0780 -1.6245 0.5684  -0.1703
O -2.2314 -1.4104 0.5250  0.0679
C 0.1237 2.8132 0.0901  -0.2021
C -0.6120 3.7046 1.0380  -0.0318
C 1.4716 3.0151 -0.1712  -0.0046
H 3.6730 3.3197 -2.1291  0.0847
H 4.1293 2.8886 -0.4832  0.0779
H 4.1237 1.6548 -1.7561  0.0687
H 2.0521 0.5588 -2.4056  0.1179
H -0.3334 0.1661 -1.9853  0.1106
H -2.4170 1.3550 -1.2750  0.1197
H -4.3154 0.2474 1.4653  0.0912
H -4.6134 1.6185 0.3723  0.0902
H -0.6553 -2.3775 2.3057  0.1453
H 0.2588 -3.4596 1.2052  0.1395
H 0.1373 0.1085 2.4610  0.1239
H 4.6898 0.5635 0.6345  0.1087
H 5.5998 -1.2089 -0.8428  0.0993
H 4.2738 -3.1784 -1.4117  0.0989
H 1.9918 -3.4897 -0.5126  0.1049
H -0.0095 4.5718 1.2930  0.0784
H -0.8468 3.1605 1.9520  0.0735
H -1.5524 4.0402 0.6013  0.0858
H 1.9809 3.8196 0.3389  0.1211

Properties
ΔE to the lowest compared entry with this formula, charge and spin   12.9 kJ/mol
Highest occupied orbital energy   -8.342 eV
Largest force on an atom   1.66 eV/A
2S+1   1
Orbital gap   8.737 eV
Charge   0

=====

Entry from OMol25: an isolated molecule of C20H19N9O3 at a distorted geometry (ωB97M-V/def2-TZVPD).

Each line ends with the Löwdin charge.
Atoms and positions in Å:
C -6.2951 -0.4803 -2.9058  -0.1056
C -5.6576 0.2963 -1.7617  -0.2317
C -4.6781 1.3483 -2.2864  -0.2075
O -4.1008 2.1195 -1.2508  -0.0340
C -3.0989 1.6092 -0.4984  -0.2545
C -2.6480 2.4362 0.5367  0.0160
C -1.6280 2.0357 1.3645  -0.0323
C -1.0140 0.7963 1.1749  -0.1782
C 0.0876 0.3785 2.0165  -0.0610
C 1.3541 -0.1186 1.7061  -0.1179
C 1.9811 -0.3727 0.3964  -0.3942
O 1.4125 -0.2302 -0.6672  0.0832
N 3.2787 -0.7820 0.5535  0.0476
N 4.2090 -1.1196 -0.3547  0.0775
C 4.0129 -1.0798 -1.6144  -0.0872
C 5.0875 -1.4696 -2.5102  -0.2031
C 6.3327 -1.8930 -2.0382  -0.0159
C 7.3026 -2.2479 -2.9577  -0.1475
N 7.1193 -2.2098 -4.2686  0.0518
C 5.9421 -1.8092 -4.7180  -0.1515
C 4.8971 -1.4301 -3.8926  -0.0202
N 2.0303 -0.3067 2.8659  0.0756
N 1.2973 0.0188 3.8479  0.0486
N 0.1064 0.4434 3.3803  0.0312
C -0.8893 0.7574 4.2771  -0.1826
N -2.1419 0.9780 3.9959  0.1427
O -2.7626 1.1952 5.1542  -0.0666
N -1.9134 1.1095 6.2077  0.1125
C -0.7281 0.8389 5.7169  -0.3351
N 0.4183 0.7252 6.4022  0.1450
C -1.4484 -0.0202 0.1361  -0.0091
C -2.4851 0.3726 -0.6864  0.0005
H -6.9942 -1.2167 -2.5186  0.0717
H -5.5364 -0.9997 -3.4875  0.0733
H -6.8348 0.1909 -3.5698  0.0732
H -6.4285 0.8027 -1.1779  0.1166
H -5.1345 -0.3895 -1.0924  0.1040
H -5.2150 2.0763 -2.9014  0.1322
H -3.9016 0.8833 -2.9057  0.1240
H -3.1207 3.3968 0.6639  0.1217
H -1.2845 2.6979 2.1443  0.1175
H 3.6087 -0.8622 1.5108  0.1283
H 3.0804 -0.7687 -2.0790  0.1130
H 6.5139 -1.9354 -0.9769  0.1025
H 8.2808 -2.5816 -2.6363  0.1035
H 5.8357 -1.7930 -5.7951  0.1034
H 3.9531 -1.1098 -4.3074  0.1086
H 0.3652 0.6567 7.4027  0.1095
H 1.2048 0.3325 5.9050  0.0712
H -0.9767 -0.9764 -0.0253  0.1203
H -2.7960 -0.2930 -1.4753  0.1089

Properties
Highest occupied orbital energy   -8.575 eV
Largest force on an atom   2.07 eV/A
2S+1   1
Orbital gap   8.233 eV
Charge   0

=====

Entry from OMol25: a structure of composition C20H20AuI (ωB97M-V/def2-TZVPD).

Each line ends with the Löwdin charge.
Atoms and positions in Å:
Au 0.2350 0.5216 -0.6532  0.9000
C 4.7846 -0.6663 1.8625  -0.0273
C 3.4740 -1.2824 1.3389  -0.3749
C 3.1260 -2.5540 2.1062  -0.0571
C 2.4033 -0.2267 1.3834  -0.1723
C 2.3886 0.7933 0.4146  -0.1182
C 1.5021 1.8975 0.5170  -0.1834
C 0.5119 1.9263 1.5245  -0.2902
C -0.3482 3.1340 1.7301  -0.0307
C 0.4927 0.8389 2.4421  0.0283
C 1.4203 -0.1768 2.3899  0.0268
H 5.5825 -1.4034 1.7879  0.0985
H 4.6846 -0.3827 2.9112  0.0994
H 5.0831 0.2155 1.2951  0.0858
H 3.6225 -1.5361 0.2832  0.1438
H 3.1047 -2.3776 3.1826  0.0912
H 3.8922 -3.3050 1.9221  0.0967
H 2.1670 -2.9766 1.8015  0.0897
H 3.1479 0.8039 -0.3597  0.1337
H 1.6446 2.7533 -0.1355  0.1397
H -0.6702 3.5822 0.7901  0.0941
H 0.2339 3.8950 2.2567  0.1180
H -1.2170 2.9091 2.3468  0.0990
H -0.2473 0.8448 3.2334  0.1413
H 1.3909 -0.9545 3.1403  0.1303
I 0.4741 -1.2194 -2.5028  1.3413
C -1.5665 -1.2578 -2.9461  -0.5730
C -2.0973 -2.0612 -3.9033  -0.0815
C -3.4954 -1.9832 -4.1082  -0.0200
C -4.2636 -1.1339 -3.3652  0.0230
C -3.6972 -0.2992 -2.3686  -0.1320
C -4.4703 0.5913 -1.5838  0.0199
C -3.8927 1.3826 -0.6385  -0.0213
C -2.4880 1.3381 -0.4157  -0.0682
C -1.7546 0.4742 -1.1606  -0.2145
C -2.2981 -0.3655 -2.1559  -0.2662
H -1.4986 -2.7379 -4.4980  0.1229
H -3.9453 -2.6087 -4.8663  0.1299
H -5.3324 -1.0850 -3.5294  0.1366
H -5.5387 0.6363 -1.7519  0.1379
H -4.4875 2.0622 -0.0438  0.1279
H -2.0575 1.9937 0.3264  0.0751

Properties
ΔE to the lowest compared entry with this formula, charge and spin   24.9 kJ/mol
Highest occupied orbital energy   -14.990 eV
Largest force on an atom   0.56 eV/A
2S+1   1
Orbital gap   5.168 eV
Charge   +2